{"formula": "C7H26N4OPRe", "method": "ωB97M-V/def2-TZVPD", "elements": ["C", "Re", "N", "H", "H", "H", "H", "H", "H", "H", "H", "C", "N", "C", "P", "O", "N", "C", "C", "N", "C", "C", "H", "H", "H", "H", "H", "H", "H", "H", "H", "H", "H", "H", "H", "H", "H", "H", "H", "H"], "positions_angstrom": [[2.144, -0.794, -0.159], [0.132, -0.122, 0.070], [-1.733, -0.080, -0.977], [-0.421, -1.668, 0.322], [-2.428, -0.721, -0.589], [1.062, 0.184, -1.358], [2.403, -1.371, -1.055], [2.286, -1.432, 0.728], [2.856, 0.042, -0.136], [-2.181, 0.846, -0.995], [-1.600, -0.358, -1.953], [0.611, 3.572, 0.537], [0.471, 3.365, 1.985], [0.272, 4.616, 2.715], [0.637, 1.909, 2.702], [0.439, 0.874, 1.607], [2.115, 1.709, 3.387], [2.597, 0.349, 3.676], [3.160, 2.726, 3.327], [-0.462, 1.525, 3.846], [-0.335, 1.915, 5.240], [-1.758, 0.955, 3.534], [1.288, 4.425, 0.358], [-0.369, 3.796, 0.079], [1.034, 2.676, 0.048], [-0.737, 5.024, 2.535], [0.402, 4.483, 3.798], [1.000, 5.368, 2.371], [2.987, -0.156, 2.773], [3.415, 0.421, 4.409], [1.785, -0.250, 4.110], [3.484, 2.939, 2.294], [2.824, 3.666, 3.788], [4.035, 2.372, 3.888], [-0.906, 2.827, 5.473], [-0.718, 1.111, 5.879], [0.712, 2.090, 5.499], [-2.510, 1.716, 3.289], [-1.691, 0.254, 2.695], [-2.118, 0.401, 4.405]], "forces_ev_per_angstrom": [[0.5, -0.3, 0.8], [1.5, -2.4, -3.8], [-1.7, 0.6, -0.8], [0.3, 0.0, -0.5], [0.2, 0.2, -0.1], [-1.7, -0.2, -0.1], [-0.3, 0.0, 0.3], [0.3, 0.1, -0.1], [0.0, -0.1, 0.2], [0.1, -0.4, -0.1], [0.0, 0.1, 0.3], [0.1, -0.2, -0.2], [0.1, 0.2, -0.1], [-0.2, 0.3, 0.3], [0.4, -0.5, 0.7], [0.5, 2.0, 2.9], [0.0, 0.3, 0.0], [0.0, -0.3, 0.1], [0.2, 0.6, -0.3], [0.3, 0.1, 0.4], [0.2, 0.4, 0.5], [-0.6, -0.1, -0.5], [-0.2, -0.4, 0.0], [0.3, 0.0, 0.2], [-0.1, 0.5, 0.2], [0.3, -0.2, 0.1], [0.0, 0.0, -0.3], [-0.2, -0.3, 0.2], [-0.2, 0.2, 0.3], [-0.4, -0.1, -0.2], [0.2, 0.1, -0.2], [0.0, -0.1, 0.3], [0.1, -0.3, -0.2], [-0.3, 0.1, -0.1], [0.1, -0.2, -0.1], [0.1, 0.1, -0.1], [-0.1, 0.0, -0.1], [0.1, 0.0, 0.1], [0.0, 0.2, 0.2], [0.1, 0.1, -0.1]], "lowdin_charge": [-0.378, 1.095, -0.132, -0.031, 0.063, 0.000, -0.003, -0.011, -0.003, 0.074, 0.070, -0.080, -0.295, -0.086, 0.573, -0.508, -0.298, -0.072, -0.081, -0.293, -0.093, -0.083, 0.096, 0.096, 0.059, 0.098, 0.081, 0.094, 0.083, 0.093, 0.091, 0.092, 0.080, 0.091, 0.092, 0.093, 0.083, 0.094, 0.061, 0.094], "total_charge": 1, "spin_multiplicity": 4, "lumo_ev": [-2.9516, -2.9531], "orbital_gap_ev": [6.84, 8.91]}

{"formula": "C7H27NO8", "method": "ωB97M-V/def2-TZVPD", "elements": ["C", "C", "C", "C", "N", "C", "C", "C", "H", "H", "H", "H", "H", "H", "H", "H", "H", "H", "H", "H", "H", "O", "H", "H", "O", "H", "H", "O", "H", "H", "O", "H", "H", "O", "H", "H", "O", "H", "H", "O", "H", "H", "O"], "positions_angstrom": [[3.713, 0.719, 1.504], [2.892, 1.749, 0.620], [1.623, 0.927, 0.358], [1.600, -0.480, 0.414], [0.282, -0.841, -0.021], [-0.445, 0.353, -0.140], [0.378, 1.517, -0.053], [0.149, 2.994, -0.178], [4.386, 1.106, 2.190], [2.994, 0.063, 2.173], [4.270, 0.115, 0.780], [3.665, 1.876, -0.206], [2.716, 2.776, 0.927], [2.179, -1.251, 0.700], [-0.002, -1.738, 0.420], [-1.543, 0.213, -0.406], [-0.895, 3.153, -0.336], [0.328, 3.452, 0.789], [0.700, 3.407, -0.975], [-0.919, 0.924, -3.973], [0.274, 0.234, -4.282], [-0.154, 0.578, -3.470], [-2.368, -2.538, 0.955], [-1.799, -3.472, -0.015], [-1.581, -2.962, 0.673], [0.711, -3.798, 2.107], [0.686, -2.393, 1.641], [1.085, -2.948, 2.293], [-2.582, -1.455, -3.687], [-1.065, -2.007, -3.569], [-2.017, -2.194, -3.527], [-0.280, 0.105, 3.651], [-0.098, 0.784, 2.314], [-0.666, 0.812, 3.183], [2.194, -1.364, -2.520], [0.599, -1.192, -2.406], [1.325, -1.381, -3.015], [-4.111, -0.222, -0.592], [-3.323, 0.264, 0.444], [-3.628, -0.491, 0.162], [-2.202, 3.545, 2.518], [-2.202, 2.251, 2.098], [-2.330, 3.134, 1.734]], "forces_ev_per_angstrom": [[-2.3, -0.7, 0.4], [1.4, -2.2, 0.0], [1.9, 0.3, -0.8], [-4.5, 4.0, -2.3], [1.9, 1.2, 1.9], [-1.5, 0.4, -1.1], [-0.3, -3.9, 0.7], [-1.1, -1.5, 1.0], [1.5, 1.2, 1.1], [1.5, 1.2, -1.5], [-0.2, -0.3, 0.5], [-1.6, -0.1, 0.1], [-0.2, -0.2, 0.8], [2.3, -1.9, 0.8], [-1.3, 1.3, -1.4], [1.8, 0.5, 0.3], [-0.7, 0.3, -0.3], [0.4, 0.3, 0.0], [0.9, 0.6, -0.8], [-0.1, 0.3, 1.1], [0.7, -0.2, 1.1], [-1.1, 0.4, -2.2], [-1.2, 0.8, 0.4], [-1.3, -3.0, -4.2], [2.5, 2.1, 3.8], [-0.4, -0.9, 0.0], [-0.3, 0.5, -0.1], [0.8, 0.1, 0.7], [0.2, 1.0, -0.2], [-0.8, 0.6, -0.2], [0.6, -1.6, 0.4], [0.5, -1.4, 1.2], [-1.6, 0.4, 2.0], [1.0, 1.1, -3.4], [-1.9, 0.0, -0.6], [0.6, 0.3, 0.4], [1.7, -0.7, 0.3], [-1.0, -0.1, -1.4], [2.8, 6.3, 3.0], [-2.0, -6.3, -1.4], [0.5, 3.1, 3.8], [0.1, -0.8, -0.6], [-0.6, -2.5, -3.0]], "lowdin_charge": [-0.111, -0.157, -0.225, -0.084, 0.006, -0.083, -0.210, -0.041, 0.028, 0.107, 0.074, 0.120, 0.091, 0.066, 0.091, 0.115, 0.055, 0.081, 0.069, 0.053, 0.053, -0.084, 0.033, -0.009, 0.034, 0.031, -0.044, -0.024, 0.012, 0.016, -0.051, 0.003, 0.071, -0.067, 0.076, -0.006, -0.097, 0.042, -0.069, 0.040, -0.019, 0.021, -0.006], "smiles": "CCc1c[nH]cc1C.O.O.O.O.O.O.O.O", "spin_multiplicity": 1, "lumo_ev": 0.2190, "orbital_gap_ev": 8.32}

{"formula": "C7H28ClN14O11", "method": "ωB97M-V/def2-TZVPD", "elements": ["Cl", "O", "O", "O", "O", "C", "O", "N", "N", "H", "H", "H", "H", "C", "O", "N", "N", "H", "H", "H", "H", "C", "O", "N", "N", "H", "H", "H", "H", "C", "O", "N", "N", "H", "H", "H", "H", "C", "O", "N", "N", "H", "H", "H", "H", "C", "O", "N", "N", "H", "H", "H", "H", "C", "O", "N", "N", "H", "H", "H", "H"], "positions_angstrom": [[-0.392, 1.545, 0.426], [-0.633, 0.895, -0.786], [0.775, 2.406, 0.355], [-1.604, 2.290, 0.769], [-0.287, 0.616, 1.520], [-4.814, 0.335, 0.791], [-5.926, -0.144, 0.851], [-4.420, 0.941, -0.304], [-3.876, 0.081, 1.636], [-3.654, 1.588, -0.177], [-5.041, 1.070, -1.090], [-2.882, 0.195, 1.492], [-4.304, -0.279, 2.477], [0.215, -2.297, 4.294], [0.489, -3.475, 4.637], [-0.823, -1.531, 4.656], [0.999, -1.580, 3.453], [-1.087, -0.697, 4.152], [-1.555, -1.816, 5.290], [0.812, -0.591, 3.369], [1.744, -1.999, 2.914], [4.132, 0.112, 0.383], [3.744, -0.469, 1.405], [3.429, 0.926, -0.400], [5.261, -0.038, -0.165], [2.422, 1.002, -0.367], [3.936, 1.531, -1.030], [5.611, 0.466, -0.967], [5.790, -0.695, 0.390], [-3.682, -2.062, -2.715], [-4.321, -2.241, -3.730], [-3.635, -2.743, -1.595], [-2.774, -1.189, -2.767], [-2.872, -2.584, -0.953], [-4.445, -3.286, -1.332], [-2.212, -1.110, -1.932], [-2.640, -0.669, -3.623], [2.602, -1.309, -3.516], [2.901, -1.402, -4.766], [1.493, -0.759, -3.070], [3.350, -1.762, -2.626], [0.744, -0.433, -3.664], [1.564, -0.436, -2.115], [2.957, -1.871, -1.702], [4.165, -2.261, -2.952], [-0.597, 6.625, -0.038], [-0.725, 7.805, -0.255], [0.347, 5.813, -0.324], [-1.520, 5.922, 0.599], [1.103, 6.207, -0.866], [0.388, 4.876, 0.049], [-1.450, 4.946, 0.847], [-2.367, 6.343, 0.955], [1.248, -3.053, 0.044], [0.195, -3.460, -0.377], [2.255, -3.826, 0.405], [1.527, -1.741, 0.200], [2.132, -4.813, 0.227], [3.018, -3.437, 0.940], [0.788, -1.060, 0.094], [2.404, -1.419, 0.585]], "forces_ev_per_angstrom": [[-2.2, 2.0, 3.2], [0.5, -1.5, -2.4], [-0.3, -0.3, -0.2], [0.6, 1.0, -0.7], [1.3, -1.0, 0.0], [-2.2, -1.3, -2.8], [-2.0, -0.4, 1.1], [1.5, 2.4, -2.4], [2.0, -0.7, 3.9], [0.1, 0.0, -0.6], [0.0, 0.0, 0.5], [-0.3, 0.2, 0.2], [0.9, -0.2, 0.2], [1.9, -2.4, -0.4], [-1.1, 2.3, -0.3], [-2.5, 0.8, 1.4], [0.7, 0.3, -0.4], [0.5, -0.3, -0.2], [0.5, -0.5, -0.1], [0.3, -0.3, -0.5], [-0.3, 0.1, 0.4], [-4.2, 0.8, 1.0], [0.1, -0.1, -0.4], [-2.6, 1.7, -0.6], [6.3, -2.3, -0.2], [0.2, 0.5, 0.5], [-0.6, -0.2, 0.0], [-0.1, -0.5, 0.3], [1.0, 0.3, -0.6], [-1.4, -1.7, -2.3], [-2.7, -1.2, -0.9], [-1.3, -2.3, 2.6], [4.9, 4.7, 0.6], [-0.5, -0.3, 0.1], [0.5, 0.0, 0.1], [0.4, 1.0, -0.7], [0.2, -0.1, 0.5], [-1.7, 1.1, -9.0], [-0.8, 0.3, 2.7], [-2.0, 1.4, 1.1], [4.5, -2.5, 4.7], [0.5, 0.0, 0.1], [-0.8, 0.0, -0.2], [0.5, -0.3, 0.1], [-0.2, 0.0, 0.4], [-3.0, 1.0, 1.4], [0.6, 1.6, -0.8], [5.4, -1.7, -2.4], [-3.9, -1.2, 2.5], [0.1, -0.5, 0.2], [0.2, 0.2, -0.4], [0.2, 0.1, -0.3], [0.4, 0.3, -0.3], [-1.1, 1.5, 0.0], [-1.2, -0.6, -0.7], [1.9, -1.8, 0.4], [0.1, 1.4, -0.6], [0.3, 0.2, 0.4], [-0.1, -0.5, -0.1], [-0.1, -0.3, 0.2], [-0.2, 0.1, 0.4]], "lowdin_charge": [0.628, -0.334, -0.353, -0.380, -0.368, -0.814, 0.012, 0.173, 0.183, 0.077, 0.119, 0.087, 0.118, -0.671, -0.024, 0.144, 0.155, 0.094, 0.107, 0.080, 0.087, -0.761, 0.004, 0.182, 0.173, 0.072, 0.116, 0.129, 0.131, -0.826, 0.014, 0.182, 0.167, 0.106, 0.119, 0.096, 0.130, -0.759, -0.065, 0.184, 0.182, 0.121, 0.065, 0.082, 0.133, -0.805, 0.032, 0.173, 0.148, 0.123, 0.093, 0.083, 0.110, -0.753, 0.045, 0.169, 0.158, 0.119, 0.105, 0.071, 0.033], "total_charge": -1, "spin_multiplicity": 1, "lumo_ev": 1.8522, "orbital_gap_ev": 9.02}

{"formula": "C7H28ClO7", "method": "ωB97M-V/def2-TZVPD", "elements": ["Cl", "C", "O", "H", "H", "H", "H", "C", "O", "H", "H", "H", "H", "C", "O", "H", "H", "H", "H", "C", "O", "H", "H", "H", "H", "C", "O", "H", "H", "H", "H", "C", "O", "H", "H", "H", "H", "C", "O", "H", "H", "H", "H"], "positions_angstrom": [[-0.598, -0.483, -0.260], [1.638, -0.620, -3.181], [0.243, -0.831, -3.188], [1.869, 0.418, -3.418], [2.034, -0.813, -2.184], [2.193, -1.241, -3.885], [-0.043, -0.761, -2.275], [-0.109, 1.468, 2.799], [-1.424, 1.440, 2.330], [0.079, 2.122, 3.650], [0.141, 0.451, 3.103], [0.613, 1.581, 1.990], [-1.464, 0.720, 1.697], [2.661, -3.528, -0.052], [2.483, -2.126, 0.202], [2.860, -3.551, -1.124], [3.534, -3.887, 0.493], [1.800, -4.083, 0.321], [1.610, -1.913, -0.137], [-1.674, -2.063, 3.040], [-0.296, -2.195, 2.717], [-2.229, -2.560, 2.245], [-1.942, -2.490, 4.006], [-1.911, -1.002, 3.125], [-0.114, -1.754, 1.883], [-0.921, 3.052, -2.483], [-1.684, 1.945, -2.105], [-1.318, 3.569, -3.357], [-0.775, 3.704, -1.621], [0.063, 2.768, -2.857], [-1.071, 1.403, -1.603], [3.241, 1.620, -0.089], [1.860, 1.808, -0.356], [3.566, 2.543, 0.391], [3.256, 0.797, 0.626], [3.866, 1.398, -0.954], [1.324, 1.015, -0.429], [-4.105, 0.523, 0.383], [-3.849, -0.062, -0.860], [-4.979, 1.171, 0.322], [-4.165, -0.299, 1.096], [-3.274, 1.180, 0.641], [-2.991, -0.435, -0.644]], "forces_ev_per_angstrom": [[0.2, -0.2, 0.4], [0.0, 0.4, 0.5], [0.5, -0.4, -1.0], [0.1, 0.2, -0.1], [0.3, -0.1, 0.1], [-0.3, -0.3, -0.2], [-0.4, 0.0, 0.4], [1.1, -1.7, -0.3], [-0.8, 0.9, 0.4], [-0.4, 0.3, -0.3], [0.2, -0.2, 0.7], [0.1, 0.9, -0.1], [0.0, -0.1, -0.4], [0.2, 1.2, 0.1], [0.3, -0.4, 0.5], [-0.2, -1.0, -0.1], [0.1, 0.2, 0.0], [-0.1, -0.2, -0.5], [-0.4, 0.4, 0.0], [0.4, 0.5, -0.7], [0.3, -0.6, 1.1], [-0.6, 0.2, 0.1], [0.5, -0.4, 0.0], [-0.4, 0.1, -0.2], [-0.2, 0.2, -0.4], [0.7, 0.2, -0.3], [-0.2, 0.1, -0.4], [-0.7, 0.2, 0.3], [0.0, 0.5, -0.2], [0.4, -0.3, 0.2], [-0.3, -0.6, 0.3], [-1.3, -0.6, 0.8], [0.0, 1.3, -0.7], [0.2, -0.1, 0.0], [0.9, -0.1, 0.1], [-0.1, 0.0, -0.2], [0.2, -0.6, 0.1], [0.1, 0.5, 0.1], [-0.1, -0.2, -0.3], [-0.3, -0.4, 0.2], [-0.5, 0.4, 0.7], [0.0, 0.1, 0.3], [0.6, -0.4, -1.0]], "lowdin_charge": [0.173, -0.186, -0.160, 0.068, 0.050, 0.068, -0.105, -0.183, -0.157, 0.079, 0.060, 0.058, -0.042, -0.141, -0.166, 0.073, 0.070, 0.079, -0.018, -0.166, -0.161, 0.075, 0.072, 0.058, -0.027, -0.190, -0.136, 0.069, 0.076, 0.065, -0.038, -0.158, -0.168, 0.072, 0.073, 0.067, -0.035, -0.190, -0.146, 0.077, 0.075, 0.055, -0.036], "total_charge": -1, "spin_multiplicity": 1, "lumo_ev": 3.2191, "orbital_gap_ev": 9.82}

{"formula": "C7H28FHfN14O7", "method": "ωB97M-V/def2-TZVPD", "elements": ["Hf", "F", "C", "O", "N", "N", "H", "H", "H", "H", "C", "O", "N", "N", "H", "H", "H", "H", "C", "O", "N", "N", "H", "H", "H", "H", "C", "O", "N", "N", "H", "H", "H", "H", "C", "O", "N", "N", "H", "H", "H", "H", "C", "O", "N", "N", "H", "H", "H", "H", "C", "O", "N", "N", "H", "H", "H", "H"], "positions_angstrom": [[-1.825, 28.063, -5.816], [-1.766, 29.412, -7.547], [-0.938, 25.979, -10.809], [-0.357, 26.108, -11.856], [-1.054, 24.805, -10.118], [-1.288, 27.109, -10.062], [-1.277, 24.890, -9.147], [-0.638, 23.958, -10.468], [-0.826, 27.978, -10.289], [-1.488, 26.989, -9.082], [0.293, 32.933, -6.433], [0.595, 33.521, -5.411], [0.238, 33.537, -7.648], [0.036, 31.583, -6.452], [0.287, 32.958, -8.471], [0.592, 34.477, -7.721], [0.248, 30.967, -5.687], [-0.689, 31.140, -6.999], [-5.144, 28.656, -6.815], [-3.980, 28.316, -6.447], [-5.460, 29.951, -7.058], [-6.113, 27.788, -7.150], [-4.697, 30.571, -7.286], [-6.353, 30.064, -7.511], [-7.058, 28.128, -7.273], [-6.136, 26.877, -6.707], [-3.277, 31.102, -4.460], [-2.777, 30.064, -5.015], [-4.465, 31.052, -3.843], [-2.638, 32.264, -4.386], [-4.749, 31.830, -3.270], [-5.052, 30.242, -3.934], [-3.101, 33.097, -4.052], [-1.692, 32.458, -4.699], [-4.981, 28.504, -10.773], [-5.238, 27.402, -11.216], [-3.785, 28.709, -10.108], [-5.887, 29.526, -10.721], [-3.316, 27.833, -9.942], [-3.495, 29.495, -9.553], [-6.680, 29.407, -11.334], [-5.653, 30.468, -10.464], [1.428, 27.765, -7.152], [0.173, 27.655, -6.893], [2.030, 26.838, -7.907], [2.199, 28.774, -6.722], [1.429, 26.140, -8.319], [3.031, 26.838, -8.023], [1.638, 29.468, -6.254], [3.076, 28.902, -7.203], [0.680, 30.414, -10.865], [-0.249, 30.994, -11.393], [0.567, 29.805, -9.622], [1.901, 30.198, -11.440], [-0.322, 29.862, -9.160], [1.332, 29.342, -9.176], [2.128, 30.691, -12.287], [2.570, 29.585, -11.019]], "forces_ev_per_angstrom": [[-2.6, 7.6, -6.5], [0.1, -2.9, 3.5], [2.2, 0.4, 0.2], [-0.6, -0.2, -0.3], [-0.5, 0.2, 0.2], [-0.6, 0.0, 0.4], [-0.2, -0.6, 0.0], [-0.1, 0.0, -0.2], [0.0, -0.2, -0.3], [0.1, 0.0, 0.0], [1.0, 1.9, 0.3], [-0.4, -0.5, 0.1], [-0.3, -0.7, -0.1], [-0.9, -2.7, -0.4], [0.0, 0.2, -0.1], [-0.1, 0.1, 0.1], [0.3, 1.0, 0.7], [0.1, 0.7, -0.6], [-2.0, 0.9, -2.1], [3.2, -2.2, 1.4], [0.9, -1.1, 0.5], [0.4, -0.6, 1.5], [-0.2, 0.2, 0.0], [0.1, 0.6, -0.2], [0.1, 0.2, -0.4], [0.4, -0.1, -0.3], [-0.1, 1.4, 1.6], [2.1, -3.0, -0.6], [0.5, -0.4, -0.6], [0.4, 0.1, -0.5], [-0.3, -0.1, 0.0], [-0.1, 0.0, 0.2], [-0.2, -0.1, 0.1], [0.1, -0.5, -0.1], [-0.3, -0.4, 0.8], [0.1, 0.5, -0.1], [0.0, -0.4, 0.4], [-0.5, 0.1, -0.1], [0.4, 0.2, -0.3], [-0.2, 0.3, -0.4], [0.0, 0.1, 0.0], [0.3, 0.0, -0.3], [2.6, -0.7, -1.0], [-3.2, 0.3, 2.6], [-1.5, 0.6, 0.7], [-2.2, -1.1, 0.0], [0.4, -0.3, -0.3], [0.0, -0.3, -0.2], [1.0, 0.8, -0.1], [0.2, 0.7, 0.5], [0.3, -0.4, -1.0], [0.4, 0.0, 0.7], [-0.6, 0.0, 0.3], [-0.5, 0.5, 0.2], [0.1, 0.1, 0.0], [0.1, 0.1, 0.0], [0.0, -0.1, -0.1], [0.2, 0.1, -0.2]], "lowdin_charge": [2.331, -0.401, -0.636, 0.108, 0.163, 0.122, 0.069, 0.125, 0.078, 0.036, -0.679, 0.065, 0.190, 0.118, 0.101, 0.132, 0.067, 0.044, -0.556, -0.178, 0.235, 0.250, 0.129, 0.134, 0.148, 0.147, -0.560, -0.174, 0.231, 0.256, 0.147, 0.128, 0.153, 0.110, -0.661, 0.077, 0.157, 0.154, 0.049, 0.068, 0.120, 0.094, -0.574, -0.192, 0.257, 0.246, 0.137, 0.154, 0.100, 0.154, -0.661, 0.063, 0.130, 0.176, 0.048, 0.053, 0.126, 0.092], "total_charge": 3, "spin_multiplicity": 1, "lumo_ev": -13.9165, "orbital_gap_ev": 2.72}

Here are the calculated ΔE to the lowest compared entry with this formula, charge and spin numbers, same order: 0.0 81.7 79.5 18.0 160.7 (kcal per mole).
Here are the calculated calculated total energy numbers, same order: -27099.252 -25564.404 -63619.830 -34568.279 -46908.822 (eV).